Record 1
ORCA calculation (ωB97M-V/def2-TZVPD) on a structure of composition C22H54Cl2InO4Si3Te.

Values from the calculation:
Charge: +1
HOMO-LUMO gap (eV): 7.82
E_tot (eV): -93024.46335
Relative energy (zero: lowest compared OMol25 entry of this formula, charge and spin) (eV): 0.394

Geometry as XYZ:
```
87
C22H54Cl2InO4Si3Te, DFT ωB97M-V/def2-TZVPD
In 10.880 11.724 11.368
C 10.427 6.055 10.732
C 9.249 6.478 11.640
C 9.551 6.000 13.071
C 7.881 5.890 11.263
O 9.153 7.906 11.538
Si 8.799 8.928 10.340
O 9.767 10.204 10.514
O 9.113 8.092 8.935
C 9.123 8.541 7.520
C 8.859 7.360 6.614
C 8.095 9.607 7.190
C 10.560 9.132 7.379
O 7.190 9.249 10.233
C 6.123 9.768 11.149
C 4.828 9.103 10.643
C 6.452 9.432 12.576
C 6.001 11.263 10.924
H 10.609 5.016 10.871
H 11.299 6.631 10.974
H 10.182 6.311 9.715
H 10.167 5.078 13.019
H 8.639 5.694 13.530
H 10.064 6.791 13.623
H 7.937 4.769 11.405
H 7.676 6.159 10.200
H 7.032 6.244 11.893
H 7.797 7.121 6.661
H 9.446 6.423 6.856
H 9.077 7.639 5.587
H 7.077 9.329 7.339
H 8.162 9.807 6.113
H 8.228 10.560 7.721
H 11.214 8.300 7.697
H 10.801 10.051 7.921
H 10.893 9.298 6.366
H 5.060 8.000 10.555
H 4.674 9.553 9.688
H 3.987 9.404 11.299
H 6.600 8.341 12.660
H 5.667 9.748 13.265
H 7.375 9.941 12.932
H 6.012 11.554 9.885
H 6.847 11.743 11.427
H 5.050 11.642 11.400
Cl 15.674 11.013 8.130
C 14.178 11.871 8.446
Cl 13.338 11.373 10.041
H 13.471 11.760 7.607
H 14.415 12.927 8.594
C 12.646 9.236 13.549
Si 11.577 10.630 14.321
C 9.766 10.074 14.608
C 12.159 10.796 16.189
C 11.572 12.252 13.392
Si 13.129 13.300 13.364
C 13.643 14.367 11.901
C 12.616 14.558 14.717
C 14.752 12.414 13.768
H 13.429 9.662 12.909
H 12.145 8.416 13.000
H 13.170 8.684 14.322
H 9.812 9.262 15.324
H 9.246 9.662 13.700
H 9.207 10.889 15.000
H 13.192 11.121 16.389
H 11.950 9.927 16.815
H 11.585 11.656 16.553
H 10.753 12.933 13.615
H 13.364 15.368 12.152
H 13.191 14.123 10.893
H 14.726 14.363 11.795
H 13.413 15.295 14.904
H 12.375 14.196 15.721
H 11.810 15.016 14.216
H 15.052 11.846 12.878
H 14.754 11.758 14.650
H 15.579 13.101 13.898
C 11.348 15.643 9.488
Te 9.883 13.903 9.824
C 9.052 14.879 11.546
H 11.937 15.932 10.354
H 10.819 16.498 9.185
H 12.056 15.358 8.667
H 9.771 14.992 12.391
H 8.196 14.303 11.940
H 8.740 15.892 11.201
```

In elementary charge units, the Löwdin charges are:
1. In 0.558
2. C -0.011
3. C -0.601
4. C -0.018
5. C -0.028
6. O -0.109
7. Si 0.006
8. O -0.345
9. O -0.133
10. C -0.579
11. C -0.030
12. C -0.044
13. C -0.028
14. O -0.110
15. C -0.606
16. C -0.016
17. C -0.028
18. C -0.036
19. H 0.076
20. H 0.082
21. H 0.061
22. H 0.095
23. H 0.065
24. H 0.076
25. H 0.109
26. H 0.090
27. H 0.084
28. H 0.089
29. H 0.111
30. H 0.085
31. H 0.076
32. H 0.097
33. H 0.083
34. H 0.097
35. H 0.060
36. H 0.072
37. H 0.111
38. H 0.068
39. H 0.099
40. H 0.088
41. H 0.098
42. H 0.069
43. H 0.082
44. H 0.066
45. H 0.113
46. Cl 0.602
47. C -0.882
48. Cl 0.539
49. H 0.049
50. H 0.029
51. C -0.155
52. Si 0.453
53. C -0.166
54. C -0.168
55. C -0.459
56. Si 0.414
57. C -0.186
58. C -0.161
59. C -0.171
60. H 0.012
61. H 0.031
62. H 0.034
63. H 0.036
64. H 0.017
65. H 0.021
66. H 0.021
67. H 0.033
68. H 0.021
69. H -0.003
70. H 0.017
71. H -0.007
72. H 0.043
73. H 0.046
74. H 0.041
75. H -0.007
76. H 0.026
77. H 0.031
78. H 0.036
79. C -0.282
80. Te 1.277
81. C -0.406
82. H -0.005
83. H -0.011
84. H 0.031
85. H 0.018
86. H 0.018
87. H 0.031

Record 2
ORCA calculation (ωB97M-V/def2-TZVPD) on the molecule C4H11NOS.

Values from the calculation:
HOMO-LUMO gap (eV): 9.93
E_tot (eV): -18697.19015
Relative energy (zero: lowest compared OMol25 entry of this formula, charge and spin) (eV): 2.728

Geometry as XYZ:
```
18
C4H11NOS, DFT ωB97M-V/def2-TZVPD
C -0.042 1.601 0.984
C -0.291 0.229 0.177
C -1.719 -0.164 0.098
S -1.955 -1.225 1.504
N 0.530 -0.015 -1.063
C 1.792 -0.767 -0.860
O 2.157 -1.592 -1.898
H -0.039 2.581 0.405
H -0.727 1.807 1.812
H 1.032 1.495 1.361
H 0.269 -0.508 0.698
H -1.723 -0.735 -0.891
H -2.413 0.739 0.221
H -3.270 -1.064 1.858
H 0.605 0.905 -1.494
H 1.878 -1.485 0.092
H 2.623 -0.032 -0.765
H 1.294 -1.769 -2.239
```

In elementary charge units, the Löwdin charges are:
1. C -0.050
2. C -0.522
3. C -0.569
4. S 0.723
5. N -0.014
6. C -0.331
7. O -0.043
8. H 0.081
9. H 0.060
10. H 0.087
11. H 0.047
12. H 0.097
13. H 0.102
14. H -0.132
15. H 0.113
16. H 0.163
17. H 0.119
18. H 0.069

Which of these has the highest relative energy (zero: lowest compared OMol25 entry of this formula, charge and spin)?
C4H11NOS